Here is 2 unconnected molecules or ions with the total composition C6H12N in a non-equilibrium geometry from the Open Molecules 2025 dataset. Energies are from ωB97M-V/def2-TZVPD.

Geometry (Å):
C -0.65735 0.94431 -0.85114
C -1.32384 -0.23546 -1.43013
C 1.91486 -1.21283 0.87699
C -2.33146 0.15338 0.96742
C 1.53590 0.18456 0.46712
C 1.86674 0.71666 -0.71034
N -1.65921 0.42409 -0.22064
H -0.22151 1.92348 -1.00672
H -2.02792 0.01944 -2.28916
H 1.42448 -1.67439 1.84793
H 1.75204 -2.03004 0.02378
H 3.04495 -1.13807 1.09156
H -3.31606 -0.42129 0.78445
H -1.56784 -0.28017 1.60341
H -2.68249 1.08858 1.44995
H 1.12854 0.77759 1.31547
H -0.96430 -1.22301 -1.53790
H 1.78275 1.83809 -0.85078
H 2.30171 0.14508 -1.53128

Summary:
Kohn-Sham gap: 9.3 eV
HOMO: -0.5091 Eh
Relative energy (zero: lowest compared OMol25 entry of this formula, charge and spin): 453.9 kJ/mol
Lowest unoccupied orbital energy: -4.58 eV
Total charge: +1

Here is a molecular structure, C62H48F3IN7O2PV in a non-equilibrium geometry from the Open Molecules 2025 dataset. Energies are from ωB97M-V/def2-TZVPD.

Geometry (Å):
V -1.02884 0.94754 0.17715
C -2.30532 3.76324 -3.01142
O -1.92467 4.45916 -1.78049
C -1.62425 3.50630 -0.92669
N -1.57910 2.28115 -1.33863
C -1.76294 2.34187 -2.82051
C -2.65138 1.26873 -3.38292
C -3.97497 1.15906 -2.96452
C -4.78338 0.14847 -3.46045
C -4.26947 -0.76768 -4.36996
C -2.95110 -0.66273 -4.79063
C -2.14643 0.35728 -4.29935
C -1.42158 3.76574 0.49342
C -1.57908 4.95539 1.17570
C -1.56455 4.92204 2.56394
C -1.50950 3.69501 3.22262
C -1.37699 2.54654 2.47198
N -1.22543 2.58781 1.13127
C -1.87714 1.22306 2.88549
N -2.51774 0.54277 1.99697
C -3.47908 -0.28780 2.80374
C -2.77945 -0.33424 4.15830
O -1.98237 0.89718 4.15860
C -3.94273 -1.59320 2.21868
C -3.34342 -2.80708 2.53465
C -3.81751 -3.99005 1.98140
C -4.90186 -3.96635 1.11718
C -5.50665 -2.75631 0.79671
C -5.02742 -1.57731 1.34697
H -3.38976 3.78661 -3.07491
H -1.87344 4.29251 -3.85287
H -0.76951 2.26252 -3.26555
H -4.38007 1.86326 -2.24465
H -5.81350 0.07355 -3.13387
H -4.89889 -1.55765 -4.76007
H -2.55248 -1.36557 -5.51067
H -1.12023 0.44691 -4.64172
H -1.72547 5.87882 0.63021
H -1.67725 5.83729 3.12894
H -1.64193 3.62263 4.29435
H -4.35922 0.35202 2.90361
H -3.46005 -0.28897 5.00136
H -2.09219 -1.16954 4.27507
H -2.50317 -2.85002 3.21717
H -3.34618 -4.93085 2.23732
H -5.28554 -4.89225 0.70584
H -6.36420 -2.73432 0.13546
H -5.50887 -0.63409 1.10929
I -2.19286 -1.43484 -0.82379
C -2.02530 -3.43297 -1.55406
C -3.30820 -3.86336 -1.73368
C -3.57189 -5.17277 -2.17776
C -2.52133 -5.99015 -2.44611
C -1.18422 -5.53865 -2.29928
C -0.15293 -6.44099 -2.64704
C 1.15276 -6.06824 -2.58004
C 1.45904 -4.76767 -2.14506
C 0.50634 -3.85279 -1.76084
P 1.14596 -2.24022 -1.10163
C 1.92761 -2.80356 0.45724
C 3.17300 -3.42511 0.55483
C 3.67227 -3.81627 1.78994
C 2.93164 -3.59565 2.94423
C 1.68970 -2.98404 2.85806
C 1.19565 -2.58401 1.62252
C 2.50723 -1.89408 -2.26951
C 3.75485 -1.43282 -1.86722
C 4.69300 -1.00580 -2.80320
C 4.38714 -1.02064 -4.15452
C 3.13767 -1.47075 -4.56944
C 2.20532 -1.89722 -3.63583
C -0.87314 -4.21869 -1.83562
H -4.13745 -3.20041 -1.52335
H -4.59453 -5.50507 -2.29760
H -2.68377 -7.00211 -2.79825
H -0.43265 -7.43308 -2.98007
H 1.94562 -6.75327 -2.85227
H 2.50206 -4.47900 -2.11743
H 3.76365 -3.60839 -0.33367
H 4.63865 -4.30148 1.85075
H 3.32302 -3.89980 3.90715
H 1.11115 -2.81313 3.75957
H 0.22781 -2.09495 1.55862
H 4.00945 -1.42159 -0.81717
H 5.66881 -0.66869 -2.47334
H 5.11709 -0.68847 -4.88223
H 2.89367 -1.49076 -5.62533
H 1.23631 -2.25199 -3.97237
F 4.30616 3.82255 -3.01800
C 4.29792 2.49323 -2.86508
F 4.35323 1.93134 -4.07357
F 5.39409 2.14632 -2.18287
C 3.05901 2.06538 -2.10798
C 2.18643 1.13059 -2.62694
C 1.07935 0.78353 -1.88011
N 0.80612 1.30569 -0.67236
C 1.66750 2.22463 -0.18325
C 2.79457 2.62494 -0.86834
H 2.36347 0.66700 -3.58756
H 0.37901 0.03859 -2.24415
H 1.45687 2.63204 0.79606
H 3.45622 3.36085 -0.42900
C 3.46917 0.18613 2.48053
C 2.19691 0.11108 1.94581
N 1.14954 0.78483 2.44786
C 1.39532 1.59165 3.47793
C 2.64922 1.79873 4.03466
C 3.69790 1.03805 3.54946
C 2.84294 2.76711 5.13471
C 2.60726 4.07667 5.11954
C 2.27909 4.96727 3.98127
C 1.98812 6.29977 4.24939
C 1.78690 7.14931 3.17776
N 1.87409 6.73088 1.91411
C 2.16312 5.44206 1.76579
N 2.35440 4.53133 2.71330
H 4.26951 -0.40754 2.06679
H 1.99928 -0.51748 1.08505
H 0.54877 2.10942 3.91322
H 4.68888 1.13784 3.97766
H 3.24439 2.35243 6.05513
H 2.76395 4.61081 6.05035
H 1.94026 6.66357 5.26770
H 1.56020 8.19903 3.32801
H 2.24889 5.09540 0.73831

Summary:
Kohn-Sham gap (spin up / spin down): 6.6 / 6.3 eV
HOMO (spin up / spin down): -0.4513 / -0.4292 Eh
Lowest unoccupied orbital energy (spin up / spin down): -5.65 / -5.43 eV
Multiplicity: 2
Total charge: +2
Expectation value of S²: 1.0579

Here is a molecular structure, C27H24BeN8 from the Open Molecules 2025 dataset. Energies are from ωB97M-V/def2-TZVPD.

Geometry (Å):
Be 0.81584 0.69140 -0.57571
C 3.26622 -0.44463 0.01910
N 2.58597 0.15322 -1.15031
C 3.23776 1.37221 -1.67568
C 2.29902 2.51208 -1.49783
N 1.02666 2.29396 -1.21415
C 0.38104 3.53698 -1.36786
C -0.96041 3.92150 -1.35993
C -1.25068 5.24699 -1.61397
C -0.25376 6.19509 -1.86920
C 1.07459 5.82936 -1.92195
C 1.35647 4.49114 -1.69264
N 2.55473 3.79191 -1.76896
C 2.37937 -0.26098 1.19854
N 1.16653 0.23776 1.05186
C 0.53241 0.07988 2.29826
C -0.76547 0.33734 2.73696
C -1.08695 -0.01452 4.03217
C -0.15169 -0.59222 4.89870
C 1.13977 -0.84627 4.48789
C 1.45059 -0.51279 3.17779
N 2.60801 -0.70781 2.43548
H 4.25163 -0.00593 0.18026
H 3.42134 -1.51417 -0.13759
H 2.56661 -0.53840 -1.89109
H 3.43209 1.26711 -2.74554
H 4.20000 1.56027 -1.19872
H -1.76066 3.21935 -1.19608
H -2.28655 5.55769 -1.62969
H -0.53665 7.22286 -2.04805
H 1.85302 6.54776 -2.14116
H 3.44454 4.19612 -2.01719
H -1.50531 0.78359 2.09581
H -2.09274 0.15693 4.39084
H -0.45094 -0.85065 5.90477
H 1.86899 -1.28864 5.15331
H 3.46009 -1.13103 2.76921
C -3.04818 0.54689 -0.64877
C -1.71305 0.82783 -0.49077
N -0.74113 0.01379 -0.95272
C -1.10270 -1.13774 -1.51273
C -2.42521 -1.53598 -1.66013
C -3.41445 -0.64314 -1.26962
C -2.79119 -2.84543 -2.23417
C -2.47889 -4.06968 -1.78851
C -1.75919 -4.47412 -0.56467
C -1.52363 -5.82570 -0.32352
C -0.78136 -6.15686 0.80050
N -0.36535 -5.24060 1.67021
C -0.70979 -3.99184 1.39961
N -1.35513 -3.55856 0.32832
H -3.79368 1.23940 -0.28239
H -1.38380 1.73113 0.00663
H -0.31189 -1.78144 -1.86842
H -4.45773 -0.89548 -1.40859
H -3.44062 -2.78267 -3.10066
H -2.84391 -4.90493 -2.37418
H -1.89062 -6.59237 -0.99166
H -0.50418 -7.18195 1.01601
H -0.43578 -3.23501 2.13258

Summary:
Kohn-Sham gap: 8.8 eV
HOMO: -0.5142 Eh
Lowest unoccupied orbital energy: -5.20 eV
Total charge: +2

Here is 5 unconnected molecules or ions with the total composition C35H40N3O10 in a non-equilibrium geometry from the Open Molecules 2025 dataset. Energies are from ωB97M-V/def2-TZVPD.

Geometry (Å):
C 4.23567 3.64776 1.30641
C 4.00178 2.15532 1.07279
C 4.11533 1.74264 -0.40027
C 3.45112 0.38562 -0.64554
O 2.20772 0.48072 -1.37647
N 1.18743 0.90321 -0.51185
C 0.55039 -0.19033 0.27763
C -0.38004 0.51103 1.28074
N -1.07823 -0.46824 2.05618
O -1.33338 1.30696 0.61014
C -0.70522 2.36220 -0.15357
N -1.58055 3.28222 -0.76375
C -1.67005 4.47598 -0.29651
C -2.15895 4.76146 1.09550
C -1.28602 5.64948 -1.14336
C 0.11421 1.64712 -1.23906
H 3.35075 4.22762 1.03481
H 5.09915 4.00074 0.74195
H 4.41335 3.83762 2.36552
H 4.67793 1.55821 1.68540
H 2.99795 1.91181 1.45366
H 5.16847 1.65945 -0.67010
H 3.65877 2.52283 -1.01750
H 4.08120 -0.28622 -1.22413
H 3.27899 -0.10678 0.31786
H 1.58624 1.55237 0.18039
H 1.31986 -0.75851 0.79859
H -0.00739 -0.82654 -0.40536
H 0.26105 1.18373 1.89046
H -0.43776 -1.12251 2.49150
H -1.59097 -0.01714 2.80614
H -0.01801 2.86232 0.55609
H -2.74104 5.68097 1.12436
H -2.74221 3.92215 1.46598
H -1.29162 4.88981 1.75793
H -1.27056 6.57062 -0.56285
H -1.96353 5.77720 -1.99098
H -0.28583 5.46322 -1.53709
H 0.53281 2.30665 -1.99269
H -0.52701 0.89683 -1.70166
C 4.63325 0.39885 5.27618
C 5.38281 0.00133 6.30044
C 5.81481 -1.41652 6.43388
O 6.49414 -1.77987 7.36390
C 5.37691 -2.36829 5.37736
C 4.62754 -1.96535 4.35499
C 4.20096 -0.55337 4.22800
O 3.51620 -0.18320 3.28905
H 4.30532 1.42400 5.15813
H 5.71314 0.67579 7.07996
H 5.70311 -3.39371 5.49464
H 4.29676 -2.63957 3.57512
C 2.21788 -1.26759 -4.23733
C 2.09829 -0.20890 -5.03145
C 2.52240 -0.26361 -6.45648
O 2.41416 0.70519 -7.17326
C 3.08184 -1.54644 -6.95394
C 3.20269 -2.60512 -6.15667
C 2.78078 -2.54939 -4.73540
O 2.88869 -3.50398 -3.99715
H 1.91803 -1.25453 -3.19765
H 1.69321 0.73713 -4.69347
H 3.38223 -1.56194 -7.99371
H 3.60927 -3.54884 -6.49677
C -3.20281 -0.98581 -1.34859
C -3.62193 0.25302 -1.11287
C -4.92946 0.73204 -1.63735
O -5.30796 1.86162 -1.41969
C -5.74558 -0.22532 -2.42783
C -5.32171 -1.46561 -2.66004
C -4.01601 -1.94060 -2.13971
O -3.63134 -3.07454 -2.33773
H -2.26090 -1.36631 -0.97060
H -3.04954 0.95491 -0.53599
H -6.69453 0.14453 -2.79477
H -5.89811 -2.18552 -3.22766
C -5.50289 -4.21528 0.07481
C -5.04201 -3.96554 1.29717
C -5.85226 -4.25738 2.50604
O -5.42681 -4.02396 3.61703
C -7.20148 -4.84255 2.29940
C -7.66693 -5.09104 1.07798
C -6.85526 -4.79541 -0.13105
O -7.27958 -5.01157 -1.24487
H -4.92249 -4.00416 -0.81422
H -4.06091 -3.54147 1.47412
H -7.77358 -5.04784 3.19518
H -8.64802 -5.51336 0.90216

Summary:
Kohn-Sham gap: 7.7 eV
HOMO: -0.4259 Eh
Lowest unoccupied orbital energy: -3.84 eV
Total charge: +1

Here is a molecular structure, C30H46BrCsIN6O2 in a non-equilibrium geometry from the Open Molecules 2025 dataset. Energies are from ωB97M-V/def2-TZVPD.

Geometry (Å):
Cs 0.05554 0.16620 -0.00082
C 2.67095 0.15139 3.83926
C 2.30086 -0.95926 2.88647
C 3.05491 -1.17997 1.72864
C 4.25597 -0.31590 1.43907
C 2.69822 -2.20675 0.85253
C 3.45096 -2.39323 -0.44408
C 1.63192 -3.06008 1.16656
C 1.33961 -4.24845 0.28008
C 0.89088 -2.85794 2.33795
C -0.20848 -3.82366 2.71208
C 1.22567 -1.80026 3.19755
C 0.49644 -1.62479 4.50927
H 3.32883 -0.19452 4.64224
H 1.79191 0.56470 4.33895
H 3.17446 0.97107 3.33373
H 4.76451 -0.01370 2.35276
H 3.99107 0.61079 0.91827
H 4.99095 -0.82931 0.82431
H 4.33130 -3.03343 -0.33882
H 3.80497 -1.44392 -0.84493
H 2.82432 -2.84307 -1.21203
H 2.24181 -4.62756 -0.19487
H 0.63849 -4.02133 -0.53107
H 0.91031 -5.07511 0.84009
H 0.16996 -4.66507 3.29986
H -0.69243 -4.25274 1.83812
H -0.98844 -3.35298 3.30559
H 1.15977 -1.26353 5.29286
H 0.07268 -2.55901 4.86730
H -0.33154 -0.90812 4.45531
C -2.37842 -1.86510 1.06517
N -3.68624 -1.30708 0.85056
C -4.77646 -1.73139 1.70656
C -5.87718 -0.80060 1.24889
N -5.13091 0.39928 0.88438
C -5.91237 1.40108 0.17444
C -3.83277 0.03917 0.53334
N -2.85899 0.72243 0.04579
C -3.03198 2.12101 -0.34777
C -1.73528 2.69132 -0.93703
N -0.67917 2.87435 0.04818
C -0.38380 3.97649 0.61607
N 0.70081 4.04937 1.53953
C 1.78959 3.11157 1.35439
C 1.09112 5.46218 1.64080
C -0.22989 6.16240 1.40754
N -0.89782 5.24439 0.49823
C -2.24383 5.56046 0.05314
H -2.44858 -2.95046 1.07628
H -1.92702 -1.54080 2.01602
H -1.71558 -1.58171 0.25829
H -4.53790 -1.57826 2.76760
H -5.01741 -2.78226 1.55107
H -6.60801 -0.58423 2.02642
H -6.40046 -1.21092 0.37628
H -6.88826 1.45474 0.65524
H -6.06683 1.13340 -0.87643
H -5.47079 2.38800 0.23706
H -3.32238 2.74191 0.50735
H -3.80691 2.24157 -1.10944
H -1.94946 3.58794 -1.52217
H -1.36716 1.95684 -1.66917
H 0.88076 1.78715 2.44562
H 2.56496 3.49977 3.08365
H 2.17331 3.10055 0.32908
H 1.81980 5.72618 0.86743
H 1.51623 5.70159 2.61111
H -0.10402 7.14116 0.94594
H -0.80065 6.28391 2.33510
H -2.56037 6.47237 0.55907
H -2.95070 4.77862 0.32273
H -2.30315 5.73893 -1.02008
O 1.33949 1.80327 1.59362
O 2.85800 3.46560 2.16450
Br 2.78322 -0.85366 -5.86842
C 1.08080 -0.41123 -6.52702
C 0.93411 -0.32187 -7.90838
C -0.29375 -0.00080 -8.45930
C -1.38798 0.23081 -7.63813
C -1.24754 0.14452 -6.26327
C -0.01092 -0.17492 -5.70726
I 0.09942 -0.26280 -3.65234
H 1.79076 -0.50588 -8.54104
H -0.39241 0.06710 -9.53426
H -2.35098 0.47850 -8.06341
H -2.09462 0.32200 -5.61591

Summary:
Kohn-Sham gap: 8.7 eV
HOMO: -0.3938 Eh
Relative energy (zero: lowest compared OMol25 entry of this formula, charge and spin): 0.0 kJ/mol
Lowest unoccupied orbital energy: -1.97 eV
Total charge: +1

Here is a molecular structure, C10H9N3O2 in a non-equilibrium geometry from the Open Molecules 2025 dataset. Energies are from ωB97M-V/def2-TZVPD.

Geometry (Å):
C -2.76606 1.51941 -0.20732
C -2.19210 1.55199 1.05445
C -1.90724 1.43892 -1.31456
C -0.80748 1.29950 1.16037
C -0.51579 1.54444 -1.20836
C 0.03884 1.38477 0.02234
C 2.41156 1.44150 1.20595
C 1.60943 -1.36217 -0.81565
C 1.44381 1.17536 0.17777
C 1.68630 -2.86105 -0.46507
N 3.53979 1.79427 0.69894
N 2.21373 1.43093 -0.96769
N 3.34540 1.83254 -0.66077
O 1.48327 -0.83362 -1.90892
O 1.79903 -0.68325 0.26405
H -3.87038 1.49696 -0.44524
H -2.87983 1.55656 1.86254
H -2.27224 1.37257 -2.25112
H -0.40740 0.75819 2.09300
H 0.08401 1.59035 -2.04739
H 2.36527 1.39208 2.24662
H 1.09994 -3.18620 0.38271
H 2.73249 -2.99533 -0.08528
H 1.19609 -3.47459 -1.18240

Summary:
Kohn-Sham gap: 7.6 eV
HOMO: -0.3565 Eh
Relative energy (zero: lowest compared OMol25 entry of this formula, charge and spin): 436.6 kJ/mol
Lowest unoccupied orbital energy: -2.08 eV

Here is 2 unconnected molecules or ions with the total composition C2H6OS from the Open Molecules 2025 dataset. Energies are from ωB97M-V/def2-TZVPD.

Geometry (Å):
C 0.78362 0.95140 -0.92292
C 1.05529 -0.35051 -0.87429
O 1.13507 -1.11881 0.23919
H 0.93418 1.45044 -1.86800
H 0.20267 1.45636 -0.16441
H 1.26864 -0.91731 -1.77302
H 0.93071 -0.56918 1.00705
S -2.40422 0.16503 1.17507
H -2.22794 -0.19689 2.45269
H -1.67801 -0.87053 0.72864

Summary:
Kohn-Sham gap: 9.8 eV
HOMO: -0.3338 Eh
Relative energy (zero: lowest compared OMol25 entry of this formula, charge and spin): 55.9 kJ/mol
Lowest unoccupied orbital energy: 0.73 eV
Structure (SMILES): C=CO.S

Here is a single C4H4N2O molecule in a non-equilibrium geometry from the Open Molecules 2025 dataset. Energies are from ωB97M-V/def2-TZVPD.

Geometry (Å):
C 0.01291 -2.35810 -0.35703
C 0.57362 -1.35248 0.01179
C 1.26981 0.22837 -0.04280
C 0.17074 1.23408 -0.05969
O -1.09211 0.58441 -0.10575
N 2.60108 0.12936 -0.63702
N 2.56607 0.20059 0.59092
H -0.25998 -3.39226 -0.19757
H 0.17222 1.93372 -0.96570
H 0.09347 1.78704 0.89938
H -1.40318 0.43654 -1.02827

Summary:
Kohn-Sham gap: 10.1 eV
HOMO: -0.3678 Eh
Relative energy (zero: lowest compared OMol25 entry of this formula, charge and spin): 578.7 kJ/mol
Lowest unoccupied orbital energy: 0.12 eV
Structure (SMILES): C#CC1(CO)N=N1